294
Properties=species:S:1:pos:R:3 method="wB97M-V/def2-TZVPD" mol_weight_da=1622.4 e_above_lowest_kj_mol=0.0 homo_lumo_gap_ev=8.81 lumo_ev=0.6
O -2.764 -0.594 -3.175
O 5.176 -2.183 0.625
O 0.020 -3.082 6.254
O -1.205 -8.948 0.246
O 4.240 -5.735 -1.484
O -1.296 3.014 4.566
O -8.768 5.779 -4.764
O 0.487 2.067 9.495
O -5.955 -2.651 0.232
O 3.753 -2.850 -4.709
O -2.851 1.848 0.737
O -3.139 3.252 -3.814
O 1.001 1.493 -0.607
O 6.058 -1.426 4.909
O -5.364 4.815 3.391
O 0.909 -3.419 0.325
O 3.651 2.821 1.092
O -1.249 -5.470 3.103
O -4.786 7.171 -2.415
O 2.920 -5.510 2.607
O -0.776 -2.363 -7.804
O 4.878 0.929 6.255
O -0.184 1.932 -5.767
N 3.116 3.148 3.858
N -0.621 -0.954 -5.148
N 0.903 2.004 -6.814
N 5.110 -4.098 4.239
N -3.297 -3.339 0.830
N 1.785 -0.129 1.778
N 1.165 -7.482 -0.345
N 0.600 -0.496 6.930
N 4.259 -0.780 -1.650
N -4.040 3.429 5.570
N -3.698 4.146 -0.729
N -5.454 4.448 -5.537
C -6.864 4.449 -5.262
C 2.341 -6.622 -0.214
C -9.239 7.076 -4.585
C 3.735 -4.210 -4.476
C 2.189 2.296 -6.094
C 4.858 -1.637 4.159
C 4.670 -5.454 4.461
C -0.453 3.883 3.852
C -5.432 8.380 -2.022
C 3.217 2.348 -7.273
C 3.485 4.226 2.950
C 4.436 1.985 0.220
C 1.143 -2.472 1.355
C -3.932 -3.551 -0.448
C 5.903 -2.204 -0.554
C -4.919 -2.433 -0.731
C 1.462 2.676 10.320
C 1.375 2.636 -1.411
C -2.351 -4.463 1.087
C 1.900 -1.256 0.853
C 2.835 3.317 -8.371
C 4.229 -2.966 4.495
C 0.395 -1.785 -7.238
C -4.826 3.153 -5.537
C 2.161 3.474 -5.226
C -4.722 6.222 -1.321
C 3.872 1.745 5.727
C 1.755 -6.112 3.117
C 2.514 1.033 -5.306
C -6.742 -1.529 0.571
C -6.369 5.282 2.578
C -3.573 2.913 1.406
C 4.390 3.748 1.855
C 4.450 -2.017 -3.766
C 4.092 -6.094 3.158
C -0.822 2.210 -8.527
C -4.234 4.842 5.562
C -1.471 -0.110 -3.000
C 0.283 -4.415 5.878
C 4.379 0.030 7.280
C -3.303 4.257 0.674
C -1.733 3.577 -3.523
C 0.854 0.866 8.887
C -0.472 -1.036 -3.682
C -1.520 3.523 5.890
C -0.869 -2.107 -9.161
C -3.666 0.348 -2.823
C -1.850 -4.288 2.518
C 0.291 -2.192 5.230
C -1.566 -8.577 1.591
C 3.081 -6.564 -1.521
C 4.998 -3.509 1.095
C -2.892 3.001 6.380
C 3.610 -1.779 -2.451
C -7.353 5.824 -4.932
C 5.651 -0.918 -1.390
C -5.527 5.193 4.799
C 0.056 4.266 -7.336
C -0.095 -6.805 -0.369
C 0.400 2.881 -7.863
C -1.190 -7.851 -0.627
C -2.112 -6.228 3.883
C 4.310 2.536 4.468
C 0.599 1.843 0.722
C 6.902 -0.493 4.225
C 5.355 -6.288 -0.859
C -3.028 0.618 1.298
C -3.552 5.314 -1.595
C 0.240 -1.930 -5.755
C 0.527 0.631 1.633
C 0.032 -2.988 -0.687
C 1.478 3.056 -8.941
C -0.224 -0.885 5.779
C 0.094 0.692 7.559
C -3.321 3.139 -5.252
H 4.685 4.532 1.168
H 2.934 -1.551 0.935
H -1.509 -2.851 -9.637
H -3.010 0.701 2.386
H 4.759 -4.665 -4.481
H -2.925 -6.665 3.294
H 3.233 -4.774 -5.271
H -1.549 4.589 5.807
H -1.000 -7.719 2.033
H 1.653 -3.028 2.155
H 1.633 -0.980 -0.197
H 4.960 -1.599 3.076
H -4.510 -1.424 -0.680
H -3.364 5.391 5.163
H -2.154 -7.321 -0.565
H 1.014 3.572 10.777
H 3.171 1.331 -7.689
H -4.521 -4.520 -0.446
H -4.619 6.759 -0.355
H -0.885 -2.502 -0.240
H 2.981 1.155 5.420
H 1.275 -2.238 -7.647
H 3.366 -3.041 3.836
H -6.498 8.225 -1.896
H 1.362 -4.595 5.823
H 4.275 -4.060 0.470
H 3.516 -0.629 6.937
H 6.140 -5.551 -0.610
H -0.146 -2.955 -5.598
H -6.323 4.592 1.731
H 0.488 -0.707 -7.496
H 1.366 -2.050 5.030
H 2.341 2.917 9.724
H 3.317 -7.570 -1.868
H -5.626 5.540 -1.297
H 5.069 1.358 0.832
H -0.085 -0.139 4.934
H -3.956 3.088 4.654
H 0.518 -1.303 7.540
H 0.548 -2.235 -1.331
H -0.652 4.846 -7.932
H -8.857 7.574 -3.663
H 0.536 -0.689 -3.519
H 4.836 1.817 3.817
H 7.872 -0.635 4.699
H -2.569 -5.643 4.713
H -3.961 4.943 1.207
H -5.309 2.420 -4.829
H 0.111 -2.240 -9.643
H 2.930 -7.099 0.560
H 1.192 3.927 -9.483
H 0.188 -2.173 1.796
H -4.081 -3.388 1.467
H -2.253 -0.059 0.968
H 5.609 -5.953 4.735
H -3.523 1.250 -3.438
H -2.875 -5.482 1.136
H 2.111 -5.614 0.164
H -2.630 -8.341 1.629
H -1.219 -0.081 -1.960
H 5.948 -4.065 4.806
H -0.213 -5.025 6.617
H -3.133 -3.635 -1.153
H -0.880 2.756 -9.474
H 2.357 0.134 -5.913
H 4.715 -1.099 -4.331
H -7.129 3.762 -4.429
H 2.444 -6.090 -2.274
H 3.843 -0.766 -0.748
H -2.706 -3.944 3.150
H -2.627 5.919 -1.430
H -0.618 -2.091 -3.375
H 6.597 0.547 4.334
H 1.324 2.611 1.059
H -1.321 2.780 -2.908
H 3.534 -2.750 -1.878
H 4.027 0.616 8.179
H 1.263 -1.994 -5.310
H -0.088 -4.628 4.898
H -4.294 5.135 6.640
H -0.354 -3.820 -1.315
H 6.935 -0.721 3.175
H -4.971 2.734 -6.508
H 2.614 -1.405 -2.749
H -1.694 2.315 -7.883
H -2.933 2.155 -5.626
H -6.810 6.249 -4.036
H -6.496 4.802 5.152
H 5.236 -0.575 7.546
H -4.730 0.095 -2.967
H 3.610 1.037 -5.050
H -10.280 6.974 -4.359
H -5.435 -2.624 -1.712
H 0.413 1.547 6.984
H 2.499 0.584 1.602
H 6.046 -0.048 -0.895
H -5.026 5.004 -4.820
H -9.061 7.742 -5.442
H 6.952 -2.328 -0.289
H 5.655 -3.100 -1.144
H 1.930 0.864 8.661
H -0.399 4.151 -6.351
H 1.955 2.341 -2.290
H -1.366 0.867 -3.456
H 1.553 -5.894 4.151
H -3.134 3.373 -1.104
H 2.015 3.224 -0.799
H 3.554 3.216 -9.206
H 5.395 -2.502 -3.521
H 4.193 2.616 -6.927
H -3.075 3.277 7.414
H 3.763 1.359 -0.357
H -2.293 4.609 0.951
H 0.923 4.900 -7.400
H 5.390 3.309 2.126
H -3.638 5.031 -2.652
H -7.341 5.231 3.133
H -2.929 3.971 -5.832
H 5.939 -4.048 1.084
H 3.037 4.353 -8.067
H -3.533 0.669 -1.792
H -0.386 2.415 0.805
H -0.159 3.276 2.985
H 1.273 3.538 -4.587
H -7.327 4.007 -6.166
H -0.095 1.000 -5.560
H -3.222 2.919 2.453
H -0.955 0.763 7.707
H 0.448 4.228 4.446
H 2.392 2.471 3.664
H -5.686 6.246 4.788
H -0.311 -2.432 4.321
H 1.956 0.920 -4.377
H -0.963 4.766 3.483
H -0.288 -6.294 0.592
H -1.090 -3.573 2.673
H 2.939 3.351 -4.439
H 3.944 -5.529 5.264
H 0.514 3.151 -1.802
H 1.779 2.030 11.180
H 3.875 5.045 3.555
H -1.436 -9.459 2.230
H 2.553 4.562 2.526
H 0.614 0.000 9.486
H 4.668 -3.485 2.091
H -1.141 -1.038 -9.343
H -0.273 -0.050 1.259
H 3.250 -4.428 -3.508
H -1.177 3.592 -4.452
H -1.145 -8.223 -1.624
H -6.232 6.328 2.218
H -0.686 3.193 6.551
H -0.591 1.152 -8.696
H 6.262 -1.016 -2.274
H -2.849 1.887 6.401
H 3.542 2.540 6.417
H 5.088 2.548 -0.453
H 1.126 -8.362 0.120
H -1.718 4.532 -2.965
H 4.771 -6.033 2.320
H -0.148 -6.055 -1.125
H -7.331 -1.821 1.449
H -1.603 -1.122 -5.347
H 5.101 3.283 4.676
H -1.326 -0.992 5.997
H -1.552 -6.992 4.402
H -1.650 -4.402 0.295
H 4.075 -0.930 4.504
H -5.208 9.114 -2.806
H 0.111 0.832 2.592
H -7.405 -1.247 -0.228
H 3.984 -7.163 3.303
H -7.176 6.549 -5.771
H -4.643 2.748 1.321
H 2.288 4.396 -5.758
H 3.886 -3.067 5.526
H 5.726 -7.140 -1.472
H -5.047 8.819 -1.138
H 1.789 -7.215 3.002
H -3.950 0.174 1.015
H 1.445 2.162 -9.553
H 0.921 -5.727 2.547
H 5.149 -6.755 0.093
H -6.135 -0.661 0.790

=====

48
Properties=species:S:1:pos:R:3 method="wB97M-V/def2-TZVPD" mol_weight_da=354.4 total_charge=+1 e_above_lowest_kj_mol=92.8 homo_lumo_gap_ev=4.69 lumo_ev=-5.9
F 4.402 1.666 -4.675
F -1.542 -3.628 -4.069
O -2.330 -2.071 1.908
N -1.382 -0.624 3.404
C -3.239 -3.190 -2.461
C 2.514 1.863 -3.245
C 2.306 3.849 -1.843
C -2.453 -1.278 2.832
C 2.075 -1.563 2.439
C 0.918 -0.038 4.029
C 3.709 2.383 -3.728
C -1.329 -1.684 -2.724
C 0.605 2.054 -1.636
C 1.790 2.586 -2.249
C -0.056 -0.781 3.114
C -3.751 -2.323 -1.481
C -3.738 -0.879 3.489
C -1.013 0.242 -1.179
C -1.799 -0.860 -1.660
C 0.082 0.784 -1.864
C 0.589 -1.558 2.210
C 2.292 -0.391 3.444
C -3.048 -1.200 -1.067
C -2.037 -2.826 -3.068
C 3.505 4.329 -2.354
C 4.238 3.603 -3.309
H -4.192 -0.043 2.942
H 2.994 -0.653 4.241
H 5.180 3.958 -3.715
H 1.732 4.438 -1.124
H 2.446 -2.480 2.936
H -4.421 -1.728 3.482
H 2.134 0.923 -3.631
H 2.678 -1.437 1.529
H 0.846 -0.384 5.079
H 3.888 5.294 -2.024
H -3.577 -0.564 4.526
H 0.129 -2.173 1.436
H -3.432 -0.574 -0.260
H 2.697 0.471 2.909
H -1.604 -0.029 4.189
H 0.093 2.707 -0.920
H -3.757 -4.090 -2.777
H -4.710 -2.561 -1.020
H 0.582 0.152 -2.596
H -1.327 0.703 -0.238
H 0.719 1.045 4.018
H -0.408 -1.442 -3.243

=====

17
Properties=species:S:1:pos:R:3 method="wB97M-V/def2-TZVPD" mol_weight_da=96.2 total_charge=+1 e_above_lowest_kj_mol=421.5 homo_lumo_gap_ev=9.10 lumo_ev=-5.5
N 0.147 0.151 -0.016
C 1.684 -1.231 -0.150
C -0.504 -0.114 1.256
C -0.764 0.040 -1.141
C 2.763 -0.346 -0.020
C 2.267 0.794 0.024
C 0.949 1.411 -0.002
H 0.786 2.000 -0.908
H -1.565 0.783 -1.089
H 1.522 -1.661 -1.130
H 0.230 -0.083 2.058
H -1.225 -0.947 -1.128
H 1.431 -1.842 0.705
H -1.292 0.614 1.464
H 0.751 2.018 0.885
H -0.231 0.165 -2.081
H -0.953 -1.106 1.227